{"formula": "C17H27F6NO8S7SiW", "method": "ωB97M-V/def2-TZVPD", "e_homo_ha": [-0.2847, -0.2844], "de_lowest_kcal_mol": 17.40, "energy_ev": -137797.6187, "mol_weight_g_mol": 923.8, "symbols": ["W", "S", "C", "S", "C", "C", "S", "S", "S", "F", "C", "F", "F", "S", "O", "O", "N", "S", "O", "O", "C", "F", "F", "F", "C", "C", "C", "C", "O", "Si", "O", "O", "C", "C", "C", "C", "O", "C", "C", "C", "C", "H", "H", "H", "H", "H", "H", "H", "H", "H", "H", "H", "H", "H", "H", "H", "H", "H", "H", "H", "H", "H", "H", "H", "H", "H", "H", "H"], "positions_angstrom": [[0.19107, -0.25743, -0.20531], [4.69492, -0.22253, 5.44170], [3.73744, -0.10714, 4.12936], [2.12220, 0.55402, 4.17290], [1.76094, 0.33448, 2.48221], [2.71754, -0.23238, 1.72788], [2.54271, -0.46000, 0.00339], [4.19594, -0.66765, 2.54260], [0.23692, 0.90321, 1.82632], [-4.89574, 0.17721, 0.28844], [-4.07034, 1.11483, 0.73422], [-4.70639, 2.26715, 0.81418], [-3.59467, 0.77096, 1.92848], [-2.63383, 1.17400, -0.43844], [-2.05746, -0.15667, -0.23462], [-3.07497, 1.44668, -1.76519], [-1.72088, 2.31509, 0.17407], [-0.50920, 2.69145, -0.75958], [0.49645, 3.47542, -0.14856], [-0.04068, 1.46594, -1.47766], [-1.23817, 3.74222, -2.14883], [-0.44239, 4.78266, -2.34599], [-1.31819, 3.04478, -3.27147], [-2.43355, 4.18102, -1.78535], [-1.75041, -2.64342, -2.63459], [-0.31241, -3.15649, -2.60098], [0.70098, -1.99904, -2.62007], [-0.05850, -4.04550, -3.81386], [-0.09489, -3.98349, -1.46030], [-0.01002, -3.61620, 0.13114], [-0.19127, -1.99451, 0.30867], [1.48103, -3.86879, 0.68838], [2.26374, -5.03293, 0.99582], [2.51690, -5.81320, -0.29130], [3.56863, -4.50487, 1.57655], [1.52774, -5.90100, 2.01225], [-1.17051, -4.43722, 0.91924], [-2.08306, -4.07405, 1.98872], [-2.63682, -5.40286, 2.48419], [-3.20179, -3.20665, 1.42090], [-1.37180, -3.35576, 3.13966], [-1.93798, -2.09162, -3.55671], [-1.94898, -1.98985, -1.79273], [-2.44251, -3.48430, -2.57695], [0.76498, -1.54083, -3.60504], [1.68278, -2.35901, -2.31509], [0.42718, -1.18148, -1.91114], [-0.21332, -3.49360, -4.74128], [-0.74591, -4.88984, -3.78315], [0.96148, -4.43131, -3.79020], [3.03010, -5.18108, -1.01752], [1.56669, -6.13558, -0.72168], [3.13318, -6.68859, -0.08614], [4.03702, -3.81926, 0.86896], [4.25314, -5.32875, 1.78196], [3.37644, -3.96399, 2.50385], [0.57014, -6.22425, 1.60276], [1.34084, -5.33412, 2.92568], [2.12748, -6.77759, 2.25822], [-3.10339, -5.93930, 1.65742], [-3.37787, -5.23549, 3.26626], [-1.82946, -6.01737, 2.88442], [-3.70708, -3.71894, 0.60065], [-2.78788, -2.27228, 1.05074], [-3.93098, -2.97908, 2.19983], [-0.50854, -3.93796, 3.46886], [-2.05637, -3.23430, 3.97918], [-1.02800, -2.37278, 2.83187]], "mulliken_charge": [0.66, -0.22, 0.10, -0.07, 0.36, 0.04, -0.42, -0.01, -0.38, -0.19, 0.56, -0.19, -0.19, 1.40, -0.86, -0.66, -0.54, 0.99, -0.64, -0.74, 0.56, -0.21, -0.18, -0.20, -1.15, 1.61, -0.92, -1.90, 0.07, -1.19, 1.69, -0.16, 1.67, -1.63, -1.57, -1.44, -0.18, 1.86, -1.82, -1.48, -1.27, 0.43, -0.06, 0.39, 0.55, 0.34, -0.15, 0.42, 0.41, 0.42, 0.30, 0.33, 0.50, 0.32, 0.42, 0.34, 0.26, 0.24, 0.50, 0.37, 0.41, 0.40, 0.35, 0.08, 0.52, 0.18, 0.54, 0.06]}